# 1
{
  "formula": "C27H20ClIMoN4O5S2Se",
  "method": "ωB97M-V/def2-TZVPD",
  "elements": ["Mo", "C", "C", "C", "C", "C", "C", "C", "C", "C", "S", "C", "N", "H", "H", "H", "H", "H", "H", "H", "H", "Cl", "C", "C", "C", "I", "C", "O", "C", "N", "C", "C", "C", "C", "H", "H", "H", "H", "C", "N", "C", "Se", "N", "C", "C", "C", "C", "C", "C", "H", "H", "H", "H", "H", "H", "H", "H", "O", "S", "O", "O", "O"],
  "xyz": [[-1.170, 0.860, 0.194], [-1.678, 3.188, -2.240], [-0.266, 2.690, -2.164], [0.733, 3.381, -2.887], [2.009, 2.935, -2.883], [2.333, 1.721, -2.231], [3.619, 1.145, -2.296], [3.846, -0.066, -1.714], [2.807, -0.742, -1.045], [1.552, -0.199, -0.933], [0.256, -1.087, -0.132], [1.308, 1.066, -1.535], [0.032, 1.611, -1.461], [-1.899, 3.475, -3.270], [-1.798, 4.063, -1.602], [-2.393, 2.436, -1.923], [0.454, 4.283, -3.416], [2.790, 3.486, -3.395], [4.405, 1.671, -2.827], [4.826, -0.522, -1.774], [2.988, -1.716, -0.607], [-4.146, -4.711, -3.414], [-3.769, -3.354, -2.394], [-4.309, -3.286, -1.154], [-3.975, -2.225, -0.273], [-4.809, -2.158, 1.626], [-3.123, -1.244, -0.668], [-2.682, -0.259, 0.127], [-2.634, -1.257, -2.009], [-1.873, -0.192, -2.357], [-1.331, -0.198, -3.537], [-1.484, -1.261, -4.458], [-2.276, -2.316, -4.134], [-2.904, -2.335, -2.872], [-4.990, -4.061, -0.830], [-0.740, 0.674, -3.807], [-0.985, -1.214, -5.419], [-2.430, -3.134, -4.828], [-0.897, -2.256, 3.334], [-0.075, -1.084, 3.602], [-0.467, 0.197, 3.454], [-2.083, 0.857, 2.805], [0.556, 0.980, 3.801], [1.671, 0.215, 4.108], [2.972, 0.553, 4.448], [3.856, -0.489, 4.658], [3.451, -1.825, 4.538], [2.149, -2.158, 4.201], [1.269, -1.107, 3.988], [-1.932, -2.012, 3.537], [-0.574, -3.067, 3.984], [-0.799, -2.560, 2.294], [0.501, 1.976, 3.613], [3.280, 1.589, 4.534], [4.886, -0.270, 4.911], [4.173, -2.615, 4.701], [1.840, -3.189, 4.095], [0.467, 1.629, 1.097], [0.016, 3.119, 1.221], [0.821, 3.955, 0.372], [-1.396, 2.941, 0.622], [0.021, 3.472, 2.623]],
  "forces_ev_per_angstrom": [[0.77, 0.66, 0.40], [0.16, 0.09, 0.14], [-0.03, -0.17, 0.02], [-0.20, 0.13, -0.09], [0.24, 0.02, -0.04], [0.00, 0.04, -0.04], [0.07, 0.13, -0.09], [0.00, -0.18, 0.07], [0.16, -0.04, -0.01], [-0.21, 0.10, 0.02], [-0.13, 0.18, 0.03], [-0.37, -0.07, 0.10], [0.41, 0.03, -0.36], [0.00, -0.02, 0.02], [0.02, 0.02, 0.02], [-0.06, -0.08, 0.01], [0.00, -0.03, 0.04], [-0.04, -0.06, 0.00], [-0.06, -0.03, 0.04], [-0.04, 0.00, 0.03], [0.04, 0.04, 0.01], [0.02, 0.06, 0.01], [0.12, -0.02, -0.31], [-0.18, 0.08, 0.41], [-0.40, -0.42, 0.14], [0.04, -0.07, 0.02], [0.91, 0.44, -0.13], [-1.78, -0.87, -0.39], [0.01, 0.00, 0.18], [-0.29, -0.20, 0.08], [0.17, 0.03, -0.46], [0.20, 0.31, -0.14], [-0.15, -0.19, -0.02], [-0.02, 0.12, 0.05], [0.03, 0.04, 0.06], [0.01, -0.08, -0.03], [-0.02, 0.03, 0.08], [-0.01, 0.03, 0.06], [0.21, 0.12, 0.02], [-0.01, -0.23, 0.03], [0.28, -0.05, 0.16], [-0.02, -0.53, -0.01], [0.15, -0.21, 0.18], [-0.21, 0.27, -0.08], [0.09, 0.14, 0.03], [0.00, -0.04, 0.00], [-0.06, 0.02, -0.03], [0.05, -0.08, 0.03], [-0.33, -0.20, -0.15], [-0.12, 0.05, 0.01], [-0.01, 0.03, 0.01], [0.04, 0.00, -0.08], [0.06, 0.43, -0.05], [-0.03, -0.10, -0.02], [-0.06, -0.01, 0.00], [-0.02, 0.02, 0.01], [0.02, 0.04, 0.00], [0.22, 0.53, 0.25], [0.33, -0.01, -0.08], [-0.22, -0.13, 0.10], [0.42, -0.15, -0.07], [-0.19, 0.06, -0.20]],
  "mulliken_charge": [0.988, -1.947, 0.851, -0.918, -1.072, 0.932, -0.942, -0.774, -0.470, 0.658, -0.397, -0.484, 1.703, 0.566, 0.370, 0.139, 0.509, 0.407, 0.409, 0.388, 0.484, -0.263, 0.520, -0.338, -0.256, 0.061, 0.660, -0.738, -0.240, 0.439, -0.163, -1.234, -0.811, 0.018, 0.421, 0.431, 0.423, 0.418, -1.031, 0.298, -0.201, -0.237, 0.174, 0.410, -0.739, -0.558, -0.626, -0.927, 1.017, 0.286, 0.372, 0.285, 0.377, 0.451, 0.386, 0.403, 0.364, -0.336, 1.233, -0.665, -0.625, -0.861],
  "multiplicity": 3,
  "orbital_gap_ev": [6.49, 7.34],
  "max_force_ev_per_a": 2.0,
  "lumo_ev": [-0.90, -0.60],
  "total_charge": 0,
  "de_lowest_ev": 0.211
}

# 2
{
  "formula": "C6H11N3",
  "method": "ωB97M-V/def2-TZVPD",
  "elements": ["C", "C", "C", "N", "C", "H", "H", "H", "H", "H", "C", "C", "N", "N", "H", "H", "H", "H", "H", "H"],
  "xyz": [[-3.737, -0.246, 0.416], [-3.348, -1.307, -0.430], [-1.990, -1.146, -0.592], [-1.598, -0.116, 0.217], [-2.638, 0.437, 0.842], [-4.726, -0.266, 0.926], [-3.950, -1.827, -1.215], [-1.229, -1.582, -1.284], [-0.612, 0.143, 0.307], [-2.574, 1.364, 1.487], [3.532, -0.198, -0.580], [2.024, -0.004, -0.664], [1.354, 0.745, 0.090], [2.002, 1.735, 0.832], [3.793, -1.226, -0.355], [3.924, 0.029, -1.604], [3.977, 0.419, 0.297], [1.504, -0.673, -1.243], [1.361, 2.115, 1.450], [2.932, 1.603, 1.101]],
  "forces_ev_per_angstrom": [[-2.65, -0.94, 1.67], [0.34, 0.13, -2.31], [0.94, -0.22, -0.45], [2.32, -0.35, -0.68], [-0.71, 1.69, 1.12], [0.76, 0.69, -0.77], [0.35, 0.13, 1.42], [-1.03, 0.22, 0.84], [-0.44, 0.27, -0.07], [0.08, -1.59, -0.79], [0.09, 1.45, 0.23], [2.58, -0.01, 1.94], [-0.16, 1.72, 0.37], [-1.23, -1.21, -2.31], [-0.21, -0.29, -0.09], [0.30, 0.12, 1.12], [-0.38, -0.93, -2.05], [-1.34, -1.47, -1.36], [-0.84, 0.79, 1.53], [1.22, -0.23, 0.67]],
  "mulliken_charge": [-0.470, -0.586, -0.148, 0.144, -0.247, 0.310, 0.296, 0.252, 0.324, 0.293, -0.880, -0.072, -0.190, -0.571, 0.276, 0.239, 0.226, 0.422, 0.201, 0.180],
  "orbital_gap_ev": 8.74,
  "smiles": "c1cc[nH]c1.C/C=N\\N",
  "max_force_ev_per_a": 3.3,
  "lumo_ev": 0.78,
  "total_charge": 0,
  "de_lowest_ev": 2.407
}

# 3
{
  "formula": "C5H12O2",
  "method": "ωB97M-V/def2-TZVPD",
  "elements": ["C", "C", "C", "C", "C", "O", "H", "H", "H", "H", "H", "H", "H", "H", "H", "H", "O", "H", "H"],
  "xyz": [[1.756, 1.411, -1.151], [1.035, 1.260, 0.182], [-0.425, 1.044, -0.081], [-1.019, -0.008, 0.420], [-2.448, -0.432, 0.364], [-2.532, -1.686, 0.920], [2.872, 1.565, -0.961], [1.507, 2.300, -1.771], [1.379, 0.545, -1.772], [1.183, 2.124, 0.892], [1.445, 0.296, 0.645], [-1.033, 1.804, -0.629], [-0.354, -0.727, 0.974], [-2.849, -0.410, -0.739], [-3.128, 0.326, 0.995], [-2.070, -1.912, 1.754], [1.666, -2.246, -0.256], [2.064, -3.031, -0.093], [0.951, -2.225, 0.308]],
  "forces_ev_per_angstrom": [[0.82, 0.54, -0.68], [0.29, -0.15, 0.34], [-0.30, 1.18, 0.14], [0.45, -1.04, 0.49], [-1.08, 2.52, 0.25], [-1.03, -2.64, 0.20], [-1.30, -1.01, -0.62], [-0.34, -0.24, 0.73], [1.38, 0.62, 0.51], [0.03, -0.82, -0.73], [-0.51, 1.49, -0.33], [0.73, -0.53, 0.34], [-0.79, 0.68, -0.40], [0.61, -0.46, 2.15], [1.29, -1.31, -1.42], [-0.27, 1.22, -0.92], [0.48, 3.51, -2.45], [2.11, -3.78, 0.62], [-2.57, 0.23, 1.77]],
  "mulliken_charge": [-1.119, -0.083, -0.620, 0.103, -0.215, -0.536, 0.288, 0.328, 0.300, 0.323, 0.201, 0.310, -0.055, 0.241, 0.188, 0.311, -0.541, 0.280, 0.295],
  "orbital_gap_ev": 9.95,
  "smiles": "CC/C=C/CO.O",
  "max_force_ev_per_a": 4.4,
  "lumo_ev": 0.67,
  "total_charge": 0,
  "de_lowest_ev": 2.640
}

# 4
{
  "formula": "C18H27BBr2F5MgN2NaO4S",
  "method": "ωB97M-V/def2-TZVPD",
  "elements": ["C", "C", "N", "C", "C", "C", "C", "C", "N", "C", "C", "C", "C", "O", "C", "C", "C", "C", "C", "O", "O", "H", "H", "H", "H", "H", "H", "H", "H", "H", "H", "H", "H", "H", "H", "H", "H", "H", "H", "H", "H", "H", "C", "S", "O", "C", "H", "H", "H", "H", "H", "H", "Br", "Mg", "Br", "B", "F", "F", "F", "F", "F", "Na"],
  "xyz": [[2.628, -3.644, 3.179], [2.274, -3.151, 1.998], [1.417, -2.553, 0.924], [0.734, -3.409, -0.070], [-0.225, -2.813, -1.203], [-0.394, -1.223, -1.184], [-1.386, -0.480, -2.257], [-2.905, -0.679, -1.637], [-2.786, -0.936, -0.162], [-3.522, -2.195, 0.200], [-3.455, -2.587, 1.767], [-3.410, 0.140, 0.659], [-2.687, 0.723, 2.011], [-4.557, 0.680, 0.395], [0.373, -0.309, -0.150], [1.298, -1.068, 0.919], [2.093, -0.121, 1.995], [1.036, 0.148, 3.220], [1.211, 1.610, 3.887], [1.198, 1.841, 5.151], [1.350, 2.781, 3.020], [2.812, -4.063, 4.247], [0.865, -4.560, -0.021], [-0.759, -3.479, -1.978], [-1.207, 0.672, -2.276], [-1.309, -0.929, -3.311], [-3.565, 0.221, -1.918], [-3.327, -1.642, -2.130], [-3.156, -3.127, -0.395], [-4.651, -2.038, -0.057], [-4.023, -3.619, 1.871], [-4.025, -1.846, 2.475], [-2.394, -2.742, 2.186], [-1.893, 1.531, 1.758], [-2.212, -0.115, 2.647], [-3.510, 1.250, 2.645], [0.276, 0.832, -0.122], [3.085, -0.589, 2.344], [2.345, 0.870, 1.428], [-0.022, 0.112, 2.724], [1.081, -0.687, 4.034], [0.543, 2.867, 2.455], [1.783, 3.535, -3.995], [1.017, 2.135, -4.843], [-0.380, 2.017, -4.338], [2.003, 0.869, -4.020], [1.293, 4.455, -4.329], [1.658, 3.429, -2.914], [2.845, 3.579, -4.248], [1.863, 0.938, -2.912], [3.055, 1.005, -4.274], [1.671, -0.112, -4.369], [0.780, 2.628, -7.564], [-4.921, -3.333, 3.380], [2.685, 0.656, -1.436], [4.757, 2.965, 1.437], [4.311, 1.731, 2.038], [6.072, 2.782, 0.884], [3.843, 3.343, 0.387], [4.795, 4.000, 2.434], [-6.851, -3.711, 0.522], [2.479, 5.417, -3.108]],
  "forces_ev_per_angstrom": [[-2.59, 2.79, -6.33], [-0.07, -2.33, 6.16], [-0.22, 1.04, -0.64], [-2.00, 2.03, -2.13], [2.93, 2.75, 4.04], [1.42, -0.25, 1.15], [-0.22, -0.06, 1.66], [0.55, -0.83, -1.46], [-1.46, 0.90, 0.93], [-1.68, -0.93, 0.25], [0.02, -0.41, -0.33], [-3.94, 3.00, 0.30], [-0.50, -0.27, -0.15], [5.64, -2.83, 0.67], [0.28, -5.81, 0.38], [-1.39, 0.80, -1.78], [-0.91, -0.51, -0.71], [0.00, 0.27, -0.51], [-0.31, 2.04, 4.21], [0.22, -1.78, -6.51], [-1.22, -2.57, 0.95], [-0.06, 0.98, -2.73], [0.06, 2.40, 0.25], [1.12, 1.16, 1.57], [0.19, -2.21, -0.11], [-0.03, 0.76, 1.69], [0.95, -1.52, 0.64], [0.44, 1.79, 0.84], [-0.35, 1.88, 1.00], [1.77, -0.66, 0.48], [1.61, 1.44, -1.53], [1.19, -0.42, -1.50], [-1.56, 0.31, -0.62], [-1.25, -1.55, 0.20], [-0.60, 1.33, -1.14], [1.45, -1.04, -1.32], [0.18, -2.18, 0.02], [-1.68, 0.72, -0.58], [-0.43, -1.86, 1.08], [1.80, 0.25, 1.09], [0.00, 1.77, -1.40], [0.99, -0.34, 0.52], [-0.11, -0.03, -0.18], [-0.99, -1.09, 0.52], [1.14, 0.34, -0.29], [-0.37, 0.22, -2.50], [-0.52, -0.49, -0.61], [-0.10, -0.52, 0.07], [0.02, -0.35, -0.17], [-0.71, 0.42, -0.53], [-0.09, 0.08, 0.02], [-0.09, 0.13, -0.06], [0.09, 0.18, 0.21], [-1.87, -0.48, 0.85], [1.61, -0.07, 2.25], [0.70, 0.34, 0.41], [0.17, 0.79, -0.48], [-1.28, 0.12, 0.39], [0.33, -0.15, 0.46], [-0.15, -0.97, -0.99], [1.02, 0.24, 0.95], [0.85, 1.24, 1.08]],
  "mulliken_charge": [-0.153, -0.414, 0.361, -0.226, -0.597, 0.592, -0.586, -0.821, 0.733, -0.742, -0.820, 0.201, -0.786, -0.555, -0.533, 0.056, -0.323, 0.410, 0.379, -0.548, -0.417, 0.363, 0.358, 0.451, 0.162, 0.412, 0.309, 0.314, 0.335, 0.490, 0.297, 0.390, 0.180, 0.154, 0.192, 0.371, 0.649, 0.426, -0.103, -0.447, 0.305, 0.311, -1.419, 0.468, -0.514, -0.921, 0.386, 0.571, 0.564, 0.048, 0.489, 0.383, -0.449, 0.394, -0.320, 0.557, -0.342, -0.398, -0.427, -0.394, -0.800, 0.996],
  "orbital_gap_ev": 1.21,
  "max_force_ev_per_a": 7.4,
  "lumo_ev": -4.96,
  "total_charge": 0,
  "de_lowest_ev": 5.571
}

What did the third record say?
{
  "formula": "C5H12O2",
  "method": "ωB97M-V/def2-TZVPD",
  "elements": ["C", "C", "C", "C", "C", "O", "H", "H", "H", "H", "H", "H", "H", "H", "H", "H", "O", "H", "H"],
  "xyz": [[1.756, 1.411, -1.151], [1.035, 1.260, 0.182], [-0.425, 1.044, -0.081], [-1.019, -0.008, 0.420], [-2.448, -0.432, 0.364], [-2.532, -1.686, 0.920], [2.872, 1.565, -0.961], [1.507, 2.300, -1.771], [1.379, 0.545, -1.772], [1.183, 2.124, 0.892], [1.445, 0.296, 0.645], [-1.033, 1.804, -0.629], [-0.354, -0.727, 0.974], [-2.849, -0.410, -0.739], [-3.128, 0.326, 0.995], [-2.070, -1.912, 1.754], [1.666, -2.246, -0.256], [2.064, -3.031, -0.093], [0.951, -2.225, 0.308]],
  "forces_ev_per_angstrom": [[0.82, 0.54, -0.68], [0.29, -0.15, 0.34], [-0.30, 1.18, 0.14], [0.45, -1.04, 0.49], [-1.08, 2.52, 0.25], [-1.03, -2.64, 0.20], [-1.30, -1.01, -0.62], [-0.34, -0.24, 0.73], [1.38, 0.62, 0.51], [0.03, -0.82, -0.73], [-0.51, 1.49, -0.33], [0.73, -0.53, 0.34], [-0.79, 0.68, -0.40], [0.61, -0.46, 2.15], [1.29, -1.31, -1.42], [-0.27, 1.22, -0.92], [0.48, 3.51, -2.45], [2.11, -3.78, 0.62], [-2.57, 0.23, 1.77]],
  "mulliken_charge": [-1.119, -0.083, -0.620, 0.103, -0.215, -0.536, 0.288, 0.328, 0.300, 0.323, 0.201, 0.310, -0.055, 0.241, 0.188, 0.311, -0.541, 0.280, 0.295],
  "orbital_gap_ev": 9.95,
  "smiles": "CC/C=C/CO.O",
  "max_force_ev_per_a": 4.4,
  "lumo_ev": 0.67,
  "total_charge": 0,
  "de_lowest_ev": 2.640
}